Computed, not measured: a molecular structure, C3H3NO in a non-equilibrium geometry, with ωB97M-V/def2-TZVPD.

Calculated values
Kohn-Sham gap, eV: 11.419
E_HOMO, eV: -10.4
ΔE to the lowest compared entry with this formula, charge and spin, kcal/mol: 83.3

Last column: natural (NBO) charge in e.
Atoms and positions in Å:
O 1.6518 0.6189 0.1373  -0.31
N 1.7012 -0.7693 -0.0684  -0.14
C 0.3249 0.9658 0.0282  0.15
C -0.5072 0.0195 -0.3201  -0.39
C 0.4642 -0.9062 -0.3172  0.01
H 0.1975 -2.0434 -0.7492  0.19
H 0.6521 1.9413 0.3013  0.24
H -1.4561 -0.2957 -0.2782  0.26

Computed, not measured: 2 unconnected molecules or ions with the total composition C3H3NO in a non-equilibrium geometry, with ωB97M-V/def2-TZVPD.

Calculated values
SMILES: N=C=O.C#C
Kohn-Sham gap, eV: 11.414
E_HOMO, eV: -10.7
ΔE to the lowest compared entry with this formula, charge and spin, kcal/mol: 47.0

Last column: natural (NBO) charge in e.
Atoms and positions in Å:
O 2.2088 1.8871 -1.8424  -0.52
N -0.0446 1.3989 -1.2054  -0.81
C 1.0753 1.7551 -1.5816  0.87
C -0.4129 -1.7930 0.9163  -0.23
C -0.6934 -1.2773 1.9902  -0.24
H -1.0260 1.2246 -1.3052  0.45
H -0.7805 -1.0022 3.0628  0.25
H -0.3267 -2.1931 -0.0346  0.23

Computed, not measured: a single C3H3NO molecule in a non-equilibrium geometry, with ωB97M-V/def2-TZVPD.

Calculated values
SMILES: N#C[C@@H]1CO1
Kohn-Sham gap, eV: 11.480
E_HOMO, eV: -10.8
ΔE to the lowest compared entry with this formula, charge and spin, kcal/mol: 62.9

Last column: natural (NBO) charge in e.
Atoms and positions in Å:
O 0.3732 1.3349 -0.3277  -0.46
N 0.8864 -1.3764 1.9398  -0.29
C 0.1877 0.1362 -1.0247  -0.06
C 0.2780 -0.6286 1.2912  0.23
C -0.4697 0.3177 0.4365  -0.10
H -0.5948 0.0807 -1.8257  0.21
H -1.6562 0.7163 0.3476  0.28
H 0.9954 -0.5808 -0.8371  0.21